# 1
DFT (the ωB97M-V functional and the def2-TZVPD basis) results for 3 unconnected molecules or ions with the total composition C21H47FNO12P3 at a distorted geometry.

Each line ends with the Löwdin charge.
Atoms and positions in Å:
C -2.967 3.697 -2.178  -0.115
C -1.469 3.374 -2.275  -0.261
C -1.144 2.807 -3.685  -0.169
C -0.700 1.315 -3.724  -0.164
N 0.180 0.906 -2.634  0.047
C -0.303 -0.102 -1.762  -0.432
C -1.760 -0.032 -1.253  -0.085
C -2.753 -0.880 -2.069  -0.178
F -3.007 -2.100 -1.458  -0.038
O -0.106 -1.471 -2.154  0.106
C -0.047 -2.227 -1.012  -0.508
O -0.464 -3.335 -0.859  0.165
O 0.542 -1.447 -0.065  0.002
C 0.756 -0.113 -0.587  -0.391
C 2.276 -0.148 -0.976  -0.155
O 2.832 -1.441 -0.978  -0.160
C 3.754 -1.659 0.065  -0.092
P 0.211 0.974 0.853  1.075
C 1.514 2.205 1.315  -0.410
C 2.114 2.986 0.125  -0.139
C 0.010 -0.088 2.368  -0.378
C -0.209 0.839 3.569  -0.180
H -3.203 4.530 -2.842  0.074
H -3.567 2.820 -2.436  0.068
H -3.245 4.011 -1.168  0.071
H -0.918 4.317 -2.188  0.101
H -1.115 2.752 -1.453  0.059
H -0.429 3.441 -4.213  0.102
H -2.066 2.862 -4.271  0.101
H -0.125 1.214 -4.651  0.116
H -1.577 0.685 -3.854  0.108
H 0.578 1.686 -2.136  0.096
H -1.873 -0.395 -0.228  0.113
H -2.165 0.979 -1.259  0.095
H -3.710 -0.366 -2.188  0.120
H -2.375 -1.092 -3.072  0.107
H 2.512 0.326 -1.930  0.130
H 2.806 0.433 -0.210  0.096
H 3.844 -2.743 0.176  0.094
H 3.400 -1.273 1.026  0.087
H 4.754 -1.300 -0.204  0.092
H 1.019 2.933 1.959  0.071
H 2.266 1.720 1.951  0.073
H 1.695 3.990 0.084  0.071
H 3.177 3.134 0.337  0.076
H 2.059 2.476 -0.836  0.039
H -0.770 -0.833 2.250  0.080
H 0.986 -0.571 2.514  0.071
H 0.660 1.456 3.795  0.042
H -0.413 0.268 4.478  0.071
H -1.059 1.507 3.404  0.076
C 3.476 4.346 9.072  -0.107
O 3.721 3.267 8.168  -0.288
P 2.497 2.878 7.125  0.588
O 2.241 4.165 6.437  -0.244
O 1.418 2.580 8.325  -0.258
C 1.727 1.612 9.333  -0.120
O 1.698 1.844 6.068  -0.235
C 2.213 0.505 5.916  -0.108
H 4.261 5.086 8.928  0.094
H 2.508 4.813 8.917  0.088
H 3.528 3.963 10.093  0.088
H 1.546 2.059 10.309  0.087
H 2.768 1.286 9.286  0.082
H 1.073 0.747 9.212  0.086
H 2.214 -0.024 6.873  0.083
H 3.227 0.535 5.512  0.090
H 1.574 -0.028 5.220  0.058
C -1.888 -4.439 -3.357  -0.089
O -1.473 -5.092 -4.569  -0.280
P -1.726 -4.263 -5.972  0.584
O -1.021 -2.981 -5.735  -0.247
O -3.349 -4.133 -5.740  -0.262
C -4.131 -5.312 -5.540  -0.126
O -1.902 -4.172 -7.644  -0.225
C -1.898 -5.408 -8.385  -0.117
H -1.033 -4.381 -2.690  0.074
H -2.277 -3.442 -3.528  0.066
H -2.664 -5.045 -2.886  0.096
H -4.755 -5.169 -4.658  0.087
H -3.510 -6.197 -5.386  0.081
H -4.774 -5.469 -6.407  0.083
H -2.709 -6.064 -8.054  0.077
H -0.942 -5.921 -8.267  0.084
H -2.042 -5.174 -9.436  0.086

net charge: 0
SMILES: CCCCN[C@@]1(CCF)OC(=O)O[C@]1(COC)P(CC)CC.COP(=O)(OC)OC.COP(=O)(OC)OC


# 2
DFT (the ωB97M-V functional and the def2-TZVPD basis) results for 16 unconnected molecules or ions with the total composition C80H184N8O16 at a distorted geometry.

Each line ends with the Löwdin charge.
Atoms and positions in Å:
C 3.138 3.766 -5.447  -0.011
C 1.639 3.848 -5.775  -0.499
C 0.852 4.949 -5.005  -0.135
C 1.199 6.380 -5.503  -0.165
C 0.887 6.493 -6.984  -0.141
C 1.572 5.425 -7.842  -0.491
N 1.324 4.097 -7.185  -0.083
O 1.973 3.072 -7.942  -0.051
C 0.941 5.327 -9.248  -0.041
C 3.068 5.758 -8.070  -0.036
C 0.967 2.523 -5.418  -0.042
H 3.525 2.878 -5.930  0.077
H 3.350 3.494 -4.386  0.088
H 3.787 4.638 -5.668  0.078
H -0.263 4.892 -5.021  0.119
H 1.094 4.803 -3.962  0.095
H 2.232 6.573 -5.171  0.113
H 0.534 7.071 -4.965  0.109
H 1.106 7.463 -7.404  0.117
H -0.197 6.333 -7.119  0.125
H 1.346 4.534 -9.934  0.099
H -0.119 5.253 -9.204  0.062
H 1.117 6.317 -9.725  0.091
H 3.541 4.854 -8.413  0.075
H 3.234 6.460 -8.869  0.070
H 3.610 6.204 -7.219  0.078
H 1.315 1.767 -6.098  0.076
H -0.096 2.531 -5.599  0.083
H 1.184 2.235 -4.405  0.071
H 1.255 2.567 -8.370  0.116
C -1.268 -8.226 -5.526  -0.037
C -0.254 -7.961 -4.436  -0.532
C 0.151 -9.243 -3.740  -0.142
C 1.316 -9.088 -2.783  -0.171
C 2.527 -8.489 -3.494  -0.134
C 2.169 -7.161 -4.144  -0.532
N 1.005 -7.406 -5.066  -0.049
O 0.675 -6.182 -5.719  -0.052
C 1.972 -6.067 -3.111  -0.028
C 3.246 -6.796 -5.086  -0.056
C -0.886 -7.018 -3.440  -0.042
H -0.836 -8.954 -6.205  0.080
H -1.546 -7.298 -6.113  0.105
H -2.164 -8.738 -5.148  0.089
H -0.774 -9.589 -3.298  0.115
H 0.348 -9.942 -4.545  0.119
H 1.555 -10.017 -2.271  0.109
H 1.097 -8.415 -1.953  0.103
H 3.031 -9.238 -4.124  0.125
H 3.204 -8.279 -2.651  0.124
H 1.522 -5.263 -3.610  0.050
H 1.288 -6.201 -2.255  0.067
H 2.909 -5.752 -2.656  0.093
H 2.858 -5.929 -5.715  0.107
H 4.204 -6.626 -4.648  0.075
H 3.438 -7.617 -5.809  0.098
H -0.250 -6.567 -2.633  0.072
H -1.707 -7.538 -2.979  0.086
H -1.303 -6.135 -3.905  0.065
H 0.257 -5.629 -5.055  0.027
C 4.080 2.510 3.657  -0.039
C 5.403 2.912 2.980  -0.492
C 5.191 4.254 2.219  -0.139
C 6.555 4.752 1.760  -0.153
C 7.499 5.059 3.022  -0.090
C 7.633 3.844 3.949  -0.508
N 6.301 3.237 4.146  -0.090
O 6.534 2.064 4.937  -0.050
C 8.709 2.824 3.404  -0.019
C 8.047 4.258 5.337  -0.053
C 5.905 1.849 2.020  -0.031
H 3.243 2.527 2.918  0.078
H 3.866 3.175 4.482  0.075
H 4.192 1.535 4.108  0.067
H 4.492 4.088 1.356  0.111
H 4.650 4.958 2.884  0.127
H 6.443 5.707 1.258  0.096
H 6.892 4.052 0.953  0.109
H 7.131 5.911 3.564  0.109
H 8.373 5.415 2.611  0.083
H 9.717 3.165 3.672  0.081
H 8.548 1.871 3.896  0.070
H 8.796 2.632 2.339  0.068
H 8.953 4.839 5.351  0.081
H 7.231 4.832 5.777  0.089
H 8.211 3.371 5.974  0.089
H 6.247 0.959 2.514  0.079
H 6.754 2.219 1.416  0.066
H 5.038 1.616 1.341  0.083
H 6.157 2.351 5.771  0.100
C 0.806 3.540 6.608  -0.039
C -0.190 3.693 5.509  -0.503
C 0.561 3.797 4.147  -0.116
C -0.380 3.721 2.943  -0.151
C -1.093 2.335 3.023  -0.117
C -1.957 2.249 4.301  -0.489
N -1.046 2.422 5.443  -0.102
O -1.750 2.244 6.576  -0.041
C -3.172 3.214 4.201  -0.013
C -2.569 0.826 4.351  -0.022
C -0.882 4.969 5.780  -0.056
H 1.312 4.509 6.828  0.108
H 1.531 2.781 6.366  0.062
H 0.306 3.016 7.452  0.098
H 1.252 4.645 4.139  0.130
H 1.207 2.933 4.045  0.091
H 0.216 3.787 2.004  0.094
H -1.151 4.513 2.856  0.104
H -0.407 1.485 3.012  0.091
H -1.803 2.243 2.188  0.100
H -3.950 3.097 4.908  0.067
H -2.852 4.288 4.190  0.071
H -3.556 3.026 3.192  0.076
H -3.210 0.628 5.250  0.098
H -3.201 0.647 3.468  0.074
H -1.770 0.103 4.315  0.045
H -1.526 5.388 4.992  0.078
H -0.252 5.828 5.977  0.095
H -1.491 4.894 6.635  0.070
H -2.341 3.025 6.799  0.129
C -0.541 -5.479 6.766  -0.004
C -1.288 -4.134 6.249  -0.486
C -0.979 -3.866 4.791  -0.144
C -1.928 -2.834 4.245  -0.188
C -3.331 -3.347 4.409  -0.151
C -3.795 -3.538 5.854  -0.477
N -2.707 -4.493 6.468  -0.054
O -2.952 -4.771 7.880  -0.032
C -4.101 -2.193 6.524  -0.013
C -5.085 -4.382 5.824  -0.048
C -0.838 -2.948 7.098  -0.029
H 0.555 -5.240 6.825  0.087
H -0.821 -6.300 6.125  0.072
H -0.869 -5.654 7.782  0.062
H 0.063 -3.626 4.751  0.103
H -1.077 -4.816 4.272  0.112
H -1.766 -2.630 3.173  0.114
H -1.829 -1.890 4.804  0.073
H -3.484 -4.281 3.843  0.127
H -4.051 -2.563 4.024  0.118
H -4.830 -1.811 5.837  0.068
H -4.459 -2.258 7.539  0.086
H -3.251 -1.540 6.377  0.061
H -4.929 -5.417 5.481  0.090
H -5.414 -4.440 6.891  0.085
H -5.942 -3.903 5.318  0.084
H -1.249 -2.983 8.082  0.071
H -0.814 -1.933 6.686  0.078
H 0.216 -3.090 7.293  0.065
H -2.971 -3.938 8.310  0.046
C -1.249 5.646 -1.812  -0.015
C -2.255 4.593 -1.249  -0.506
C -3.537 5.319 -0.975  -0.152
C -4.723 4.389 -0.668  -0.166
C -4.924 3.447 -1.848  -0.158
C -3.669 2.639 -2.136  -0.480
N -2.608 3.636 -2.342  -0.007
O -1.350 2.957 -2.767  -0.045
C -3.440 1.552 -1.073  0.000
C -4.023 1.973 -3.535  -0.004
C -1.703 3.942 0.004  -0.028
H -0.266 5.231 -1.942  0.046
H -1.189 6.441 -1.082  0.086
H -1.607 5.982 -2.799  0.093
H -3.370 6.006 -0.127  0.131
H -3.802 5.956 -1.867  0.139
H -5.586 5.055 -0.465  0.126
H -4.488 3.810 0.198  0.072
H -5.211 4.047 -2.757  0.140
H -5.810 2.858 -1.669  0.101
H -3.978 0.626 -1.241  0.061
H -2.391 1.299 -1.107  0.067
H -3.715 1.931 -0.086  0.066
H -3.307 1.222 -3.876  0.074
H -5.056 1.690 -3.448  0.071
H -4.007 2.804 -4.208  0.070
H -2.427 3.640 0.734  0.056
H -1.069 4.665 0.539  0.077
H -0.966 3.134 -0.205  0.094
H -1.106 3.339 -3.590  0.055
C 4.632 1.133 -1.684  -0.022
C 5.362 -0.165 -1.791  -0.527
C 4.884 -1.222 -0.725  -0.115
C 3.424 -1.698 -1.013  -0.141
C 3.439 -2.363 -2.440  -0.119
C 3.929 -1.463 -3.562  -0.527
N 5.199 -0.814 -3.141  -0.071
O 5.506 0.163 -4.149  -0.044
C 4.263 -2.217 -4.867  -0.034
C 2.785 -0.558 -3.937  -0.053
C 6.826 -0.059 -1.571  -0.050
H 3.565 1.045 -1.606  0.062
H 4.838 1.803 -2.508  0.082
H 4.960 1.602 -0.734  0.076
H 5.602 -2.084 -0.736  0.131
H 4.837 -0.652 0.258  0.122
H 2.711 -0.851 -0.925  0.092
H 3.241 -2.473 -0.226  0.105
H 2.481 -2.773 -2.609  0.092
H 4.179 -3.192 -2.463  0.126
H 4.489 -1.507 -5.732  0.104
H 5.102 -2.900 -4.780  0.076
H 3.354 -2.809 -5.110  0.088
H 3.003 0.382 -4.505  0.088
H 1.993 -1.123 -4.388  0.071
H 2.250 -0.064 -3.067  0.074
H 7.245 -0.930 -2.013  0.081
H 7.050 0.015 -0.502  0.085
H 7.272 0.832 -1.966  0.079
H 6.211 -0.255 -4.658  0.103
C -6.160 -0.505 3.051  -0.046
C -6.641 -0.248 1.627  -0.477
C -5.663 -1.079 0.725  -0.150
C -6.085 -1.145 -0.748  -0.170
C -7.496 -1.819 -0.733  -0.113
C -8.553 -1.066 0.142  -0.507
N -7.977 -0.877 1.507  -0.104
O -8.941 -0.252 2.291  -0.021
C -9.006 0.196 -0.537  -0.047
C -9.760 -2.012 0.257  -0.032
C -6.590 1.281 1.207  -0.011
H -6.694 0.164 3.791  0.106
H -5.085 -0.319 3.127  0.051
H -6.377 -1.561 3.263  0.088
H -4.622 -0.600 0.819  0.124
H -5.493 -2.087 1.181  0.128
H -5.351 -1.831 -1.252  0.112
H -6.067 -0.155 -1.184  0.077
H -7.305 -2.823 -0.323  0.118
H -7.993 -1.959 -1.712  0.124
H -8.327 0.983 -0.927  0.079
H -9.561 -0.070 -1.404  0.073
H -9.667 0.802 0.091  0.088
H -10.495 -1.626 1.029  0.108
H -10.247 -2.288 -0.658  0.079
H -9.341 -2.878 0.674  0.060
H -6.550 1.480 0.133  0.046
H -5.715 1.782 1.634  0.066
H -7.361 1.931 1.677  0.087
H -8.831 0.691 2.200  0.067
C 2.945 -3.736 2.877  -0.099
O 1.891 -3.178 2.063  -0.148
H 3.836 -3.074 2.851  0.088
H 2.608 -3.877 3.900  0.074
H 3.279 -4.588 2.305  0.082
H 1.674 -2.315 2.408  0.048
C 2.142 4.006 -0.534  -0.153
O 2.338 3.056 0.496  -0.149
H 1.449 4.791 -0.160  0.076
H 3.114 4.383 -0.857  0.080
H 1.661 3.655 -1.432  0.055
H 1.702 2.328 0.467  0.025
C -2.378 -2.601 -0.943  -0.108
O -1.025 -2.884 -1.379  -0.131
H -3.016 -3.434 -0.971  0.067
H -2.278 -2.132 0.014  0.074
H -2.774 -1.854 -1.621  0.056
H -0.721 -3.443 -0.661  0.026
C -0.710 -5.582 1.147  -0.155
O 0.177 -4.771 0.475  -0.113
H -0.269 -6.307 1.825  0.091
H -1.401 -4.942 1.643  0.058
H -1.327 -6.092 0.434  0.078
H 0.769 -4.352 1.088  0.032
C -1.364 -2.987 -5.191  -0.100
O -0.610 -3.944 -4.450  -0.125
H -1.337 -3.281 -6.234  0.086
H -2.424 -3.042 -4.967  0.081
H -0.963 -1.998 -5.048  0.057
H -0.627 -3.720 -3.548  0.026
C 1.799 -0.810 5.598  -0.101
O 0.593 -0.703 4.812  -0.164
H 2.582 -1.050 4.911  0.056
H 2.012 0.191 6.039  0.090
H 1.621 -1.606 6.313  0.061
H 0.308 0.235 4.770  0.052
C -0.551 -0.186 -3.016  -0.135
O 0.096 0.783 -2.215  -0.151
H -0.476 0.133 -4.077  0.089
H -0.087 -1.141 -2.862  0.057
H -1.598 -0.322 -2.745  0.062
H -0.266 1.662 -2.325  0.026
C 0.752 -0.119 1.281  -0.095
O 0.404 1.048 0.467  -0.168
H 1.460 0.225 2.006  0.073
H -0.109 -0.483 1.844  0.072
H 1.087 -0.903 0.632  0.060
H 0.295 0.744 -0.475  0.053

net charge: 0
relative energy (zero: lowest compared OMol25 entry of this formula, charge and spin): 0.0 kcal/mol


| no. | highest occupied orbital energy (eV) | energy (a.u.) |
| --- | --- | --- |
| 1 | -8.0283 | -2909.8119 |
| 2 | -8.2986 | -4799.8741 |